## i
ORCA calculation (ωB97M-V with the def2-TZVPD basis set) on a gas-phase ion, C4H9N2O2 (charge +1).

Summary:
Charge = +1
Gap between HOMO and LUMO (alpha / beta) = 0.230 / 0.252 hartree
Multiplicity = 3

Each line ends with the Löwdin spin population.
Cartesian coordinates (Å):
C (1.613, -0.208, 0.061)  0.577
C (0.965, -1.635, 0.036)  0.163
C (0.486, 0.774, 0.201)  0.182
C (-0.823, -0.236, -0.411)  0.035
N (0.650, 2.010, -0.370)  0.023
N (-2.031, -0.159, 0.411)  0.012
O (2.768, 0.074, 0.123)  0.901
O (-0.347, -1.544, -0.485)  0.029
H (1.499, -2.365, -0.667)  0.014
H (1.073, -2.192, 0.993)  0.024
H (0.387, 0.732, 1.247)  0.025
H (-1.121, 0.127, -1.466)  0.000
H (0.217, 2.982, -0.218)  0.004
H (1.387, 2.041, -1.121)  0.005
H (-2.212, -1.175, 0.463)  0.001
H (-2.735, 0.491, -0.036)  0.000
H (-1.775, 0.283, 1.240)  0.005



## ii
ORCA calculation (ωB97M-V with the def2-TZVPD basis set) on 2 unconnected molecules or ions with the total composition C4H9N2O2.

Summary:
Charge = +1
Gap between HOMO and LUMO (alpha / beta) = 0.228 / 0.370 hartree
Multiplicity = 3

Each line ends with the Löwdin spin population.
Cartesian coordinates (Å):
C (-2.672, 0.084, -0.291)  0.123
C (1.479, -0.607, -0.289)  0.500
C (3.644, 0.114, 0.058)  0.052
C (-0.405, 0.951, 0.145)  0.671
N (-3.676, -0.719, 0.004)  0.113
N (-1.613, 0.252, 0.468)  0.067
O (1.342, -1.660, -0.748)  0.263
O (2.258, 0.205, 0.243)  0.125
H (-2.775, 0.692, -1.120)  0.005
H (3.848, -0.871, -0.200)  0.008
H (4.204, 0.278, 1.066)  0.004
H (3.991, 0.760, -0.756)  0.002
H (-0.374, 1.240, -0.903)  0.028
H (0.156, 1.638, 0.783)  0.032
H (-4.386, -0.762, -0.618)  0.004
H (-3.590, -1.391, 0.842)  0.002
H (-1.430, -0.205, 1.316)  0.003



Of them, i has the lowest stability.



## i
ORCA calculation (ωB97M-V with the def2-TZVPD basis set) on a gas-phase ion, C3H9N2O (charge +2).

Summary:
Charge = +2
Gap between HOMO and LUMO (alpha / beta) = 0.483 / 0.287 hartree
Multiplicity = 2

Each line ends with the Löwdin spin population.
Cartesian coordinates (Å):
N (-0.969, 0.749, -1.946)  -0.001
C (-0.245, -0.110, -0.892)  -0.014
C (-0.204, 0.662, 0.435)  -0.007
N (0.489, 0.208, 1.506)  0.517
C (1.129, -1.086, 1.607)  0.100
O (-0.946, 1.635, 0.545)  0.323
H (-1.421, 0.132, -2.627)  0.000
H (-0.280, 1.325, -2.432)  0.000
H (-1.619, 1.345, -1.427)  0.000
H (-0.895, -0.972, -0.701)  -0.005
H (0.663, -0.422, -1.398)  -0.002
H (0.474, 0.745, 2.382)  0.004
H (1.248, -1.500, 0.611)  0.004
H (0.505, -1.785, 2.191)  0.051
H (2.071, -0.926, 2.146)  0.029



## ii
ORCA calculation (ωB97M-V with the def2-TZVPD basis set) on 2 unconnected molecules or ions with the total composition C3H9N2O.

Summary:
Charge = +2
Gap between HOMO and LUMO (alpha / beta) = 0.469 / 0.311 hartree
Multiplicity = 2

Each line ends with the Löwdin spin population.
Cartesian coordinates (Å):
C (0.424, 2.812, -0.377)  0.000
N (0.731, 1.853, -1.165)  0.005
H (0.580, 2.709, 0.694)  0.000
H (0.084, 3.753, -0.795)  0.000
H (0.585, 2.028, -2.159)  0.000
H (0.752, 0.861, -0.860)  0.004
C (-0.816, -0.490, 1.510)  0.045
C (-0.366, -1.313, 0.361)  0.054
N (0.820, -0.967, -0.331)  0.149
O (-0.866, -2.377, 0.052)  0.736
H (0.051, -0.110, 2.058)  0.005
H (-1.408, -1.100, 2.191)  0.000
H (-1.373, 0.395, 1.193)  0.001
H (1.650, -1.138, 0.251)  0.002
H (0.905, -1.529, -1.186)  0.000



Of them, ii has the lowest stability.



## i
ORCA calculation (ωB97M-V with the def2-TZVPD basis set) on 2 unconnected molecules or ions with the total composition H5NS2.

Summary:
Gap between HOMO and LUMO = 0.321 hartree
Multiplicity = 1

Each line ends with the Löwdin charge.
Cartesian coordinates (Å):
S (-1.391, 1.835, 0.035)  0.204
S (-1.149, 0.789, -1.778)  0.221
H (-0.081, 2.178, 0.148)  -0.193
H (-2.434, 0.625, -1.918)  -0.244
N (1.200, -1.111, 0.914)  0.015
H (2.190, -1.254, 1.083)  0.005
H (1.009, -1.388, -0.031)  -0.011
H (0.656, -1.673, 1.547)  0.003



## ii
ORCA calculation (ωB97M-V with the def2-TZVPD basis set) on 2 unconnected molecules or ions with the total composition H5NS2.

Summary:
Gap between HOMO and LUMO = 0.364 hartree
Multiplicity = 1

Each line ends with the Löwdin charge.
Cartesian coordinates (Å):
S (-1.397, 0.769, 1.232)  0.227
S (-2.486, 0.507, -0.508)  0.234
H (-0.427, 1.523, 0.694)  -0.205
H (-2.071, -0.741, -0.770)  -0.217
N (1.716, -0.261, -0.290)  0.005
H (1.167, -0.078, 0.544)  -0.055
H (1.099, -0.767, -0.918)  0.002
H (2.399, -0.952, 0.016)  0.009



Of them, i has the lowest stability.



## i
ORCA calculation (ωB97M-V with the def2-TZVPD basis set) on a gas-phase ion, C3H3N2O2S (charge -1).

Summary:
Charge = -1
Gap between HOMO and LUMO (alpha / beta) = 0.211 / 0.211 hartree
Multiplicity = 1

Each line ends with the Löwdin charge.
Cartesian coordinates (Å):
C (-0.933, -0.563, 0.275)  -0.724
C (1.454, -0.649, -0.221)  -0.707
C (-1.691, 0.108, -0.704)  0.076
N (0.255, -1.078, -0.226)  0.156
N (1.519, 0.643, 0.618)  -0.427
O (-1.275, -0.734, 1.454)  -0.057
O (2.487, -1.044, -0.701)  -0.010
S (0.890, 2.043, 0.063)  0.585
H (-1.308, 0.252, -1.698)  0.022
H (-2.618, 0.581, -0.430)  0.032
H (1.219, 0.440, 1.571)  0.053



## ii
ORCA calculation (ωB97M-V with the def2-TZVPD basis set) on a gas-phase ion, C3H3N2O2S (charge -1).

Summary:
Charge = -1
Gap between HOMO and LUMO = 0.309 hartree
Multiplicity = 1

Each line ends with the Löwdin charge.
Cartesian coordinates (Å):
C (-0.529, 1.099, 1.606)  -0.546
C (-2.228, 0.923, 0.107)  -0.540
C (0.365, 1.069, 0.295)  -0.280
N (-1.867, 1.188, 1.305)  0.074
N (-0.492, -0.982, -1.534)  -0.450
O (-0.080, 1.198, 2.750)  -0.003
O (-3.566, 0.723, -0.254)  -0.218
S (-0.739, 0.546, -1.156)  0.846
H (0.706, 2.139, 0.010)  0.088
H (1.280, 0.381, 0.340)  0.090
H (-1.046, -1.476, -0.844)  -0.060



Of them, i has the lowest stability.



## i
ORCA calculation (ωB97M-V with the def2-TZVPD basis set) on a molecular structure, CH2Br2S.

Summary:
Gap between HOMO and LUMO = 0.327 hartree
Multiplicity = 1

Each line ends with the Löwdin charge.
Cartesian coordinates (Å):
C (-0.319, 0.044, -0.483)  -1.350
S (1.690, -0.522, 0.334)  0.405
Br (-0.836, 1.752, 0.116)  0.589
Br (-1.613, -1.339, 0.110)  0.487
H (-0.247, -0.129, -1.611)  0.009
H (1.325, 0.193, 1.533)  -0.140



## ii
ORCA calculation (ωB97M-V with the def2-TZVPD basis set) on 2 unconnected molecules or ions with the total composition CH2Br2S.

Summary:
Gap between HOMO and LUMO (alpha / beta) = 0.244 / 0.314 hartree
Multiplicity = 1

Each line ends with the Löwdin charge.
Cartesian coordinates (Å):
C (0.646, -0.216, -0.592)  -1.232
S (-1.066, 0.524, 1.609)  0.245
Br (1.730, -1.386, 0.281)  0.664
Br (1.288, 1.445, -1.350)  0.583
H (-0.377, -0.565, -0.752)  -0.048
H (-2.221, 0.198, 0.804)  -0.211



Of them, ii has the lowest stability.



## i
ORCA calculation (ωB97M-V with the def2-TZVPD basis set) on 2 unconnected molecules or ions with the total composition C3H7BO2.

Summary:
Gap between HOMO and LUMO = 0.337 hartree
Multiplicity = 1

Each line ends with the Löwdin charge.
Cartesian coordinates (Å):
B (-1.058, 1.240, 0.454)  -0.825
C (-0.144, 0.083, 0.029)  0.067
C (0.825, -0.773, 0.290)  -0.186
C (1.449, -1.847, -0.676)  -0.095
O (-1.042, 2.286, -0.323)  0.185
O (-1.744, 1.059, 1.642)  0.165
H (-0.561, 0.061, -1.854)  0.200
H (1.181, -0.957, 1.317)  0.111
H (1.292, -2.778, -0.175)  0.055
H (2.475, -1.606, -0.825)  0.049
H (1.004, -1.728, -1.697)  0.064
H (-1.536, 3.081, -0.057)  0.130
H (-2.141, 1.881, 1.876)  0.079



## ii
ORCA calculation (ωB97M-V with the def2-TZVPD basis set) on 2 unconnected molecules or ions with the total composition C3H7BO2.

Summary:
Gap between HOMO and LUMO = 0.296 hartree
Multiplicity = 1

Each line ends with the Löwdin charge.
Cartesian coordinates (Å):
B (0.046, -1.467, 0.492)  -0.417
C (0.667, 1.642, 0.838)  -0.068
C (0.128, 0.960, -0.106)  -0.231
C (-0.425, 1.188, -1.425)  -0.162
O (1.133, -2.200, 0.531)  0.163
O (-1.245, -1.959, 0.682)  0.119
H (0.663, 2.671, 0.813)  0.018
H (0.926, 1.309, 1.910)  0.089
H (-0.691, 2.364, -1.632)  0.129
H (0.309, 0.994, -2.203)  0.059
H (-1.300, 0.472, -1.646)  0.096
H (1.198, -3.185, 0.674)  0.144
H (-1.409, -2.789, 1.071)  0.061



Of them, ii has the lowest stability.



## i
ORCA calculation (ωB97M-V with the def2-TZVPD basis set) on a gas-phase ion, H3N2O3S (charge -1).

Summary:
Charge = -1
Gap between HOMO and LUMO = 0.316 hartree
Multiplicity = 1

Each line ends with the Löwdin charge.
Cartesian coordinates (Å):
N (-0.154, 1.167, 0.041)  -0.185
N (0.046, -0.186, 0.519)  -0.191
S (2.092, -0.206, 0.008)  0.466
O (2.772, 0.768, 0.891)  -0.423
O (2.003, 0.291, -1.332)  -0.393
O (2.483, -1.650, 0.189)  -0.440
H (0.724, 1.750, 0.359)  0.071
H (-0.088, 1.015, -0.964)  0.026
H (0.109, -0.183, 1.609)  0.068



## ii
ORCA calculation (ωB97M-V with the def2-TZVPD basis set) on a gas-phase ion, H3N2O3S (charge -1).

Summary:
Charge = -1
Gap between HOMO and LUMO = 0.338 hartree
Multiplicity = 1

Each line ends with the Löwdin charge.
Cartesian coordinates (Å):
N (-1.438, -0.359, 0.198)  -0.102
N (-0.480, 0.640, 0.557)  -0.271
S (0.978, 0.051, -0.121)  0.370
O (2.089, 0.748, 0.537)  -0.397
O (0.869, 0.269, -1.563)  -0.402
O (0.914, -1.373, 0.223)  -0.399
H (-1.277, -0.470, -0.799)  0.031
H (-0.866, -1.105, 0.720)  0.068
H (-0.788, 1.599, 0.249)  0.102



Of them, i has the lowest stability.



## i
ORCA calculation (ωB97M-V with the def2-TZVPD basis set) on a single CH3ClN2 molecule.

Summary:
Gap between HOMO and LUMO = 0.375 hartree
Multiplicity = 1

Each line ends with the Löwdin charge.
Cartesian coordinates (Å):
N (-0.413, -0.359, -0.256)  0.051
C (1.138, -0.210, -0.098)  -0.253
N (2.339, -0.848, 0.093)  -0.488
Cl (3.657, 0.207, -0.020)  0.522
H (-0.783, -1.228, 0.109)  0.058
H (-0.816, 0.459, 0.173)  0.055
H (1.261, 0.868, -0.261)  0.055



## ii
ORCA calculation (ωB97M-V with the def2-TZVPD basis set) on 2 unconnected molecules or ions with the total composition CH3ClN2.

Summary:
Gap between HOMO and LUMO = 0.347 hartree
Multiplicity = 1

Each line ends with the Löwdin charge.
Cartesian coordinates (Å):
N (-0.879, -1.178, -0.245)  0.156
C (0.256, -0.863, 0.011)  -0.461
N (1.310, -0.331, 0.162)  -0.414
Cl (2.081, 1.129, -0.166)  0.609
H (-1.543, -1.744, 0.249)  0.072
H (-0.265, 1.476, 0.118)  -0.023
H (-0.959, 1.511, -0.128)  0.061



Of them, ii has the lowest stability.